121
Properties=species:S:1:pos:R:3:lowdin_charge:R:1 method="wB97M-V/def2-TZVPD" homo_ev=-6.4 e_lumo_ev=2.073 multiplicity=1 charge=-1
As 0.4782 0.5963 -0.8403 0.981
F 0.8974 2.3564 -0.9607 -0.276
F 0.6412 0.4465 -2.6108 -0.273
F 0.1468 -1.1602 -0.6377 -0.275
F 0.3192 0.9094 0.9867 -0.300
F -1.2815 0.9681 -0.9431 -0.278
F 2.2132 0.1926 -0.6013 -0.283
C -4.9865 0.4890 4.4129 -0.085
C -4.1122 1.7089 4.0712 -0.233
N -2.8196 1.4537 3.3695 -0.157
C -1.9911 0.5198 4.1189 -0.279
C -1.5000 1.0709 5.4637 -0.072
C -2.9017 1.0719 1.9812 -0.264
C -3.5614 2.1532 1.1169 -0.085
H -5.9731 0.7569 4.7910 0.072
H -4.4368 -0.0697 5.1703 0.056
H -5.0071 -0.1721 3.5465 0.061
H -4.7251 2.4470 3.5537 0.099
H -3.9736 2.2110 5.0287 0.096
H -2.4204 -0.4760 4.2291 0.083
H -1.0559 0.3791 3.5770 0.109
H -0.8719 1.9192 5.1921 0.076
H -2.3227 1.2897 6.1444 0.060
H -0.8800 0.2615 5.8492 0.072
H -3.4217 0.1237 1.8443 0.102
H -1.9188 0.9018 1.5418 0.075
H -4.6349 2.2334 1.2882 0.059
H -3.4194 1.9874 0.0490 0.050
H -3.2808 3.1931 1.2843 0.069
C -2.3770 -2.8037 0.9755 -0.071
C -1.4937 -3.1427 2.2190 -0.223
N -1.8111 -4.4067 2.8748 -0.193
C -3.1567 -4.5810 3.4342 -0.271
C -3.5970 -3.4505 4.3332 -0.093
C -1.4271 -5.5705 2.0936 -0.230
C 0.1382 -5.5351 1.6789 -0.073
H -3.4142 -2.9095 1.2936 0.055
H -2.3555 -3.4399 0.0907 0.069
H -2.2250 -1.7639 0.6862 0.045
H -0.4816 -3.1125 1.8153 0.092
H -1.4764 -2.2788 2.8834 0.094
H -3.8176 -4.6856 2.5738 0.103
H -3.2789 -5.4730 4.0486 0.112
H -2.8462 -3.3780 5.1200 0.081
H -3.6447 -2.4543 3.8934 0.043
H -4.5532 -3.7172 4.7833 0.075
H -2.0164 -5.7911 1.2035 0.100
H -1.6375 -6.4383 2.7188 0.099
H 0.3841 -4.8904 0.8352 0.050
H 0.4707 -6.5462 1.4438 0.054
H 0.7941 -5.2571 2.5039 0.067
C 3.2614 1.6413 1.8968 -0.033
C 4.5845 1.9906 2.4912 -0.493
O 4.7747 2.9353 3.2214 0.066
C 5.7368 1.0962 2.1040 -0.025
H 3.1801 0.5593 1.7926 0.073
H 3.1576 2.1172 0.9217 0.080
H 2.3651 1.8899 2.4651 0.076
H 5.9954 0.9419 1.0564 0.067
H 5.6208 0.0900 2.5068 0.087
H 6.6838 1.5456 2.4027 0.078
C 4.4575 1.6686 -2.1804 -0.025
C 5.5739 1.2212 -3.1220 -0.438
O 6.6112 0.7312 -2.6506 0.036
C 5.3440 1.4719 -4.6010 -0.028
H 3.4249 1.4380 -2.4421 0.057
H 4.4879 2.7431 -2.0000 0.094
H 4.6552 1.2516 -1.1929 0.048
H 4.3284 1.2210 -4.9071 0.066
H 5.8775 0.8358 -5.3073 0.078
H 5.5049 2.5027 -4.9170 0.085
C 3.3085 -3.0585 0.1873 -0.014
C 4.7672 -2.7093 0.4295 -0.464
O 5.3980 -3.1754 1.4009 0.022
C 5.3712 -1.7672 -0.5644 -0.028
H 2.6502 -2.2545 0.5165 0.075
H 3.1929 -4.0131 0.7005 0.081
H 3.0835 -3.0757 -0.8791 0.065
H 4.7793 -0.8556 -0.6460 0.059
H 5.3011 -2.2705 -1.5287 0.087
H 6.4108 -1.5198 -0.3497 0.088
C -0.8584 4.8223 -0.5708 -0.029
C -0.5746 5.0197 0.8850 -0.501
O -0.6040 6.1272 1.3570 0.058
C -0.1887 3.8542 1.7507 -0.013
H -1.6544 4.0813 -0.6445 0.068
H 0.0140 4.5212 -1.1508 0.071
H -1.2425 5.7668 -0.9562 0.089
H 0.7930 3.5091 1.4262 0.068
H -0.9095 3.0554 1.5763 0.051
H -0.2072 4.0601 2.8209 0.087
C -2.3628 -1.0883 -2.8384 -0.037
C -3.7944 -0.8555 -3.3499 -0.483
O -4.4505 -1.8278 -3.6513 0.055
C -4.2255 0.5709 -3.5025 -0.014
H -1.7140 -0.3476 -3.3059 0.054
H -1.9910 -2.0935 -3.0371 0.080
H -2.2669 -0.9891 -1.7572 0.054
H -4.0680 1.0612 -2.5418 0.082
H -5.2331 0.6179 -3.9156 0.085
H -3.5336 0.9517 -4.2536 0.077
C 0.6893 3.0183 -4.6336 -0.022
C -0.2636 3.9906 -3.9823 -0.468
O 0.0873 5.1697 -3.8799 0.031
C -1.6443 3.4970 -3.4832 -0.016
H 1.5604 3.5864 -4.9599 0.081
H 0.1591 2.5332 -5.4531 0.083
H 1.0325 2.3562 -3.8387 0.054
H -2.1204 3.1767 -4.4099 0.074
H -2.1143 4.4138 -3.1273 0.078
H -1.5572 2.6607 -2.7896 0.060
C 2.3683 -1.9465 -3.7070 -0.008
C 1.5289 -2.3334 -4.9303 -0.520
O 1.8924 -3.1474 -5.7043 0.086
C 0.3663 -1.5098 -5.3057 -0.021
H 3.1347 -2.7122 -3.5866 0.076
H 1.7044 -2.0131 -2.8451 0.064
H 2.8001 -0.9470 -3.7588 0.073
H -0.5079 -1.8133 -4.7297 0.067
H 0.1585 -1.6862 -6.3611 0.087
H 0.5323 -0.4401 -5.1789 0.074

***

18
Properties=species:S:1:pos:R:3:nbo_charge:R:1 method="wB97M-V/def2-TZVPD" homo_ev=-7.8 e_lumo_ev=0.454 multiplicity=1
C -1.9289 0.9921 0.0081 1.006
C 0.3727 -1.0738 -0.8767 -0.251
C 0.2389 0.3028 -0.0532 -0.642
N -0.6484 -2.0558 -0.3759 -0.868
N 0.1366 -0.2786 1.3783 -0.773
O -2.1974 0.8677 1.1690 -0.657
O -2.1582 1.2226 -1.1028 -0.560
Si 1.3800 1.6926 -0.2551 0.863
H 0.4305 -0.8272 -2.0245 0.202
H 1.3084 -1.5275 -0.6573 0.166
H -1.5087 -1.9605 -0.9001 0.379
H -0.3350 -3.0118 -0.5781 0.369
H 0.9677 -0.2977 2.0676 0.391
H -0.6447 0.2672 1.8026 0.454
H -0.1793 -1.3077 1.2572 0.451
H 0.7410 2.7649 -0.9585 -0.173
H 1.4365 2.4211 0.9934 -0.174
H 2.5886 1.8096 -0.8939 -0.185

***

18
Properties=species:S:1:pos:R:3:nbo_charge:R:1 method="wB97M-V/def2-TZVPD" homo_ev=-3.4 e_lumo_ev=4.295 smiles="N[C@@H](C=O)CCC[O-]" multiplicity=1 charge=-1
N -1.6524 1.3750 -1.0079 -0.866
C -0.5300 0.5981 -0.4957 -0.128
C 0.7740 1.4085 -0.0973 0.449
O 0.5407 2.3917 0.6340 -0.712
C -0.8987 -0.3660 0.6420 -0.416
C 0.0687 -1.6091 0.4572 -0.418
C 1.5064 -1.1727 0.2315 -0.052
O 1.8173 -0.0667 0.9538 -0.812
H -1.4339 2.3112 -1.3040 0.364
H -2.4888 1.2968 -0.4517 0.353
H -0.3199 -0.0140 -1.4100 0.151
H 1.6079 1.5098 -0.8256 0.108
H -1.9090 -0.7094 0.8018 0.183
H -0.6364 0.2759 1.5199 0.231
H -0.3693 -2.1114 -0.4055 0.174
H -0.0155 -2.2497 1.3523 0.179
H 1.6366 -0.9188 -0.8782 0.083
H 2.3024 -1.9494 0.2836 0.129

***

16
Properties=species:S:1:pos:R:3:nbo_charge:R:1 method="wB97M-V/def2-TZVPD" homo_ev=-9.4 e_lumo_ev=-0.209 multiplicity=1
C 0.7178 0.8867 0.8141 -0.295
N -0.7351 0.5395 1.0566 -0.391
C -0.7787 -0.9184 0.8857 0.233
O 0.1583 -1.6996 0.5795 -0.584
C 1.0118 0.7916 -0.7396 -0.240
N -0.1409 1.4057 -1.4877 -0.860
H 1.3743 0.1950 1.2866 0.215
H 0.9780 1.8655 1.2381 0.209
H -1.4336 -5.1212 -3.1587 0.000
H -1.7052 -1.4002 1.2875 0.180
H -0.9940 -0.1829 -0.0109 0.390
H -0.9645 -5.6334 -3.4016 0.000
H 1.9863 1.1550 -1.0399 0.210
H 0.7756 -0.2491 -0.8446 0.211
H 0.1373 2.2797 -1.9380 0.362
H -0.7916 1.6016 -0.7222 0.360

***

37
Properties=species:S:1:pos:R:3:nbo_charge:R:1 method="wB97M-V/def2-TZVPD" homo_ev="-12.2 / -12.3" e_lumo_ev="-4.890 / -5.308" multiplicity=2 charge=+1
Ir 0.0985 0.3985 -0.7232 1.298
O -4.5091 -3.0309 -1.9276 -0.651
C -4.2659 -3.0644 -0.6261 0.779
O -4.8721 -3.7596 0.1383 -0.544
C -3.1454 -2.2131 -0.1038 -0.225
C -2.6914 -2.3013 1.1997 0.064
N -1.6555 -1.4626 1.3321 -0.288
N -1.4159 -0.8227 0.1852 -0.324
C -2.3046 -1.2661 -0.6984 0.059
C -2.2121 -0.6334 -2.0501 0.761
O -2.8861 -1.0132 -2.9748 -0.550
O -1.3465 0.3593 -2.1182 -0.707
H -3.9908 -2.3435 -2.4009 0.513
H -3.0648 -2.9093 2.0077 0.270
H -1.0828 -1.2679 2.1374 0.444
N 3.2698 -1.7891 0.9440 -0.736
C 2.4097 -1.1528 0.1701 0.717
O 1.2676 -0.8446 0.5924 -0.628
C 2.7750 -0.7666 -1.2142 -0.545
C 1.5126 -0.3998 -1.9624 -0.513
H 3.0204 -2.0080 1.8965 0.429
H 4.1825 -2.0543 0.6145 0.427
H 3.3070 -1.5757 -1.7220 0.262
H 3.4634 0.0807 -1.1530 0.266
H 0.9420 -1.2606 -2.3247 0.228
H 1.6904 0.3108 -2.7655 0.246
Cl 0.2697 0.6566 2.9098 0.037
C 0.6689 1.9829 1.8742 -0.067
C 0.5615 1.9138 0.4843 -0.196
C 0.8678 3.0469 -0.2516 0.006
Cl 0.6862 2.8889 -1.9652 0.107
C 1.2784 4.2359 0.3212 -0.120
Cl 1.6563 5.5793 -0.6628 0.111
C 1.3825 4.2952 1.7092 -0.065
Cl 1.8542 5.7530 2.4594 0.116
C 1.0796 3.1730 2.4824 -0.084
Cl 1.1990 3.2643 4.1862 0.103

***

32
Properties=species:S:1:pos:R:3:nbo_charge:R:1 method="wB97M-V/def2-TZVPD" homo_ev=-7.1 e_lumo_ev=-0.301 multiplicity=1
C 0.4142 0.4265 -0.1521 0.145
C -3.2641 0.1524 -1.0965 -0.060
C -1.3331 -1.1254 -0.2468 0.238
C -1.8458 -2.3528 0.3563 -0.189
C -1.0265 -3.4339 0.4856 -0.236
C 0.3014 -3.2270 0.0279 -0.229
C 0.7131 -2.0044 -0.2408 -0.042
C 1.9444 2.3539 -0.1617 -0.585
C 2.6644 0.3177 -1.4771 -0.618
C 2.4797 0.2282 1.0899 -0.616
C -3.2537 2.2232 0.9817 -0.916
C 1.9412 0.8102 -0.2229 -0.154
N -2.2101 -0.2492 -0.6255 -0.300
N 0.0177 -0.8003 -0.3092 -0.437
P -4.3560 1.1446 -0.0850 0.522
H -2.8617 -2.4176 0.4702 0.218
H -1.4348 -4.3157 0.9345 0.222
H 0.8637 -4.1476 -0.1932 0.228
H 1.7300 -2.0425 -0.6255 0.213
H 1.3156 2.7279 -0.8909 0.214
H 1.5950 2.7118 0.8199 0.209
H 2.9822 2.7368 -0.2990 0.191
H 2.9701 -0.7350 -1.1649 0.195
H 2.2264 0.4162 -2.4619 0.225
H 3.5442 0.9167 -1.4527 0.212
H 3.5190 0.5187 1.2846 0.215
H 1.7719 0.6747 1.8498 0.223
H 2.4352 -0.8493 1.0543 0.205
H -2.2596 2.3867 0.6482 0.250
H -3.1098 1.8014 1.9825 0.233
H -3.8513 3.1000 0.9772 0.228
H -4.6229 2.0527 -1.2572 -0.004